Here is an isolated molecule of C4H5ClN2 at a distorted geometry from the Open Molecules 2025 dataset. Energies are from the ωB97M-V functional and the def2-TZVPD basis.

Positions of all 12 atoms, in Å:
N (1.784, 0.373, -2.121)
C (0.982, 0.266, -1.332)
C (0.043, 0.268, -0.248)
N (-1.151, 0.970, -0.360)
C (0.566, -0.083, 1.137)
C (-0.033, -1.190, 0.443)
Cl (-1.626, -1.855, 0.901)
H (-1.629, 0.704, -1.113)
H (-1.030, 2.065, -0.339)
H (0.027, 0.487, 2.001)
H (1.590, -0.200, 1.210)
H (0.479, -1.807, -0.180)

Cartesian forces (eV/Å) of the 6 atoms listed first:
N 1.78 0.01 -2.05
C -1.20 0.37 1.83
C -0.02 -1.97 1.14
N 1.87 4.76 3.75
C -1.59 1.98 1.57
C -3.54 1.90 0.01

Output
- Structure (SMILES): N#C[C@]1(N)C[C@H]1Cl
- E: -19729.558 eV
- Energy above the lowest of the compared OMol25 structures with the same formula, charge and spin: 230.3 kJ/mol
- Total charge: 0
- Gap between HOMO and LUMO: 10.67 eV

How is the electron density shared among the atoms? According to natural (NBO), the charges in e are: N -0.31; C 0.24; C -0.02; N -0.79; C -0.40; C -0.17; Cl -0.02; H 0.37; H 0.38; H 0.26; H 0.23; H 0.23